# 1
{"formula": "C4H13N3O", "method": "the ωB97M-V functional and the def2-TZVPD basis", "elements": ["N", "C", "N", "C", "C", "N", "C", "O", "H", "H", "H", "H", "H", "H", "H", "H", "H", "H", "H", "H", "H"], "coordinates": [[1.16777, 2.05842, 1.39959], [0.27998, 2.17397, 0.24864], [-0.60237, 1.01682, -0.04673], [0.24953, -0.20763, -0.35922], [0.16165, -1.26682, 0.77645], [-1.01197, -2.11203, 0.83699], [-0.40266, -0.64067, -1.67493], [0.29753, -1.66646, -2.39227], [0.68064, 1.99774, 2.27648], [1.84735, 1.32440, 1.26041], [0.86734, 2.47612, -0.60365], [-0.51309, 2.91013, 0.46861], [-1.25193, 0.88077, 0.71317], [1.28338, 0.09736, -0.51111], [0.29984, -0.92294, 1.81385], [1.07834, -1.86523, 0.71685], [-1.52013, -2.07247, 1.70590], [-1.70403, -2.05861, 0.11120], [-1.33238, -1.14346, -1.38565], [-0.65806, 0.22371, -2.27333], [0.78326, -1.20310, -3.08125]], "forces_ev_per_a": [[0.10, 0.53, -0.85], [-2.11, -0.25, 1.50], [2.30, -0.15, -0.67], [-2.44, 0.83, 0.82], [1.03, -0.41, 0.26], [-0.58, -0.42, 0.12], [0.02, -1.79, 0.62], [0.18, 0.74, -0.17], [-0.01, -0.32, 0.12], [-0.05, -0.05, 0.37], [-0.02, -0.10, -0.44], [0.93, 0.50, -0.08], [0.15, -0.28, 0.22], [0.07, 0.00, 0.05], [-0.13, 1.02, -0.51], [-0.14, -0.47, -0.61], [0.22, 0.17, 0.12], [0.26, 0.10, -0.36], [-0.15, 0.54, -0.28], [0.20, 0.14, -0.18], [0.18, -0.31, -0.04]], "gap_ev": 9.51, "largest_force_ev_per_a": 2.7, "homo_ev": -8.65, "smiles": "NCN[C@@H](CN)CO", "de_lowest_kj_mol": 226.0}

# 2
{"formula": "C4H13N4", "method": "the ωB97M-V functional and the def2-TZVPD basis", "elements": ["C", "C", "C", "N", "H", "H", "H", "H", "H", "H", "H", "N", "C", "N", "N", "H", "H", "H", "H", "H", "H"], "coordinates": [[-0.17126, -0.76687, 1.51079], [0.58017, -1.76215, 0.68149], [1.59489, -1.41202, -0.10213], [0.19366, -3.08917, 0.91668], [-0.16204, -1.05326, 2.56054], [-1.21724, -0.70274, 1.20528], [0.30256, 0.21250, 1.43514], [2.12177, -2.13458, -0.70820], [1.98076, -0.40125, -0.09897], [-0.80966, -3.21245, 0.96174], [0.55936, -3.75133, 0.24431], [-1.32856, 2.46173, -0.01698], [-0.55324, 1.84025, -0.90067], [0.54458, 2.43691, -1.36587], [-0.92632, 0.66226, -1.40393], [-2.03939, 1.93526, 0.46993], [-1.01403, 3.31575, 0.41619], [0.93439, 3.24817, -0.91314], [1.20124, 1.87724, -1.88706], [-0.37145, 0.30466, -2.16527], [-1.42019, -0.00890, -0.83986]], "forces_ev_per_a": [[0.30, 0.16, 0.13], [-0.16, -0.43, 0.40], [0.24, 0.12, -0.35], [-0.27, 0.22, -0.60], [-0.06, -0.08, 0.05], [-0.18, -0.01, 0.03], [-0.12, 0.03, -0.03], [0.09, -0.08, 0.04], [-0.08, 0.03, 0.01], [0.00, 0.00, 0.28], [0.19, 0.04, 0.10], [0.21, -0.20, 0.39], [-0.19, 0.08, -0.05], [0.12, -0.22, -0.03], [0.41, 0.33, -0.21], [-0.09, 0.20, -0.16], [-0.04, -0.07, 0.06], [-0.19, 0.10, -0.08], [0.00, 0.08, -0.05], [-0.03, -0.33, 0.16], [-0.15, 0.05, -0.07]], "gap_ev": 8.45, "largest_force_ev_per_a": 0.7, "homo_ev": -11.65, "de_lowest_kj_mol": 48.7, "charge": 1}

# 3
{"formula": "C4H13N4O", "method": "the ωB97M-V functional and the def2-TZVPD basis", "elements": ["C", "C", "N", "N", "N", "H", "H", "H", "H", "H", "H", "H", "H", "C", "C", "O", "N", "H", "H", "H", "H", "H"], "coordinates": [[0.42962, 0.24360, -1.92589], [0.64203, 2.31626, -0.61659], [0.03865, 1.72724, 0.46833], [0.98294, 1.62749, -1.76027], [0.47975, 3.64837, -0.84453], [-0.05001, 0.76017, 0.51075], [-0.07024, 2.13531, 1.44147], [1.20238, 2.25015, -2.50037], [0.49264, 4.04239, -1.78513], [0.06326, 4.31077, -0.16708], [0.99174, -0.40263, -1.14190], [1.26418, -0.16142, -2.92759], [-0.61542, 0.15166, -2.16659], [-1.63483, -2.99790, 1.47761], [-0.60242, -1.99512, 1.11595], [-0.64602, -1.07401, 0.36917], [0.62877, -2.24071, 1.70034], [-2.14536, -3.29793, 0.56432], [-2.50615, -2.72609, 2.19571], [1.46446, -1.64804, 1.46846], [0.78362, -2.84139, 2.43976], [-1.19359, -3.82815, 2.08409]], "forces_ev_per_a": [[7.06, -1.39, -2.65], [-3.14, 0.41, -1.49], [1.52, 2.93, 0.50], [-1.43, -0.64, 3.57], [0.17, 0.91, 1.25], [0.00, -2.51, -0.34], [0.34, 0.02, -2.21], [0.09, -0.09, -0.96], [0.30, -0.54, 0.49], [0.63, -1.09, -0.39], [-2.07, 1.08, -1.08], [-3.26, 1.05, 2.63], [-0.15, -0.07, 0.30], [-1.98, -0.76, 1.90], [2.64, -1.73, 2.90], [-1.49, 2.33, -2.11], [0.90, 1.95, -1.56], [0.18, -0.44, 0.04], [1.55, 0.57, -1.31], [-1.67, -0.77, 0.20], [0.01, -1.57, 1.49], [-0.19, 0.36, -1.17]], "gap_ev": 10.44, "largest_force_ev_per_a": 7.7, "homo_ev": -13.47, "de_lowest_kj_mol": 282.1, "charge": 1}

# 4
{"formula": "C4H13N5", "method": "the ωB97M-V functional and the def2-TZVPD basis", "elements": ["C", "C", "C", "N", "N", "C", "N", "N", "N", "H", "H", "H", "H", "H", "H", "H", "H", "H", "H", "H", "H", "H"], "coordinates": [[1.07582, 1.97481, -1.75295], [0.67869, -2.02274, -0.02454], [-1.34943, -1.11949, -0.93577], [1.01857, 1.34685, -0.45671], [-0.34459, -1.02093, 0.08625], [-0.24724, 0.54358, 1.17721], [0.88467, 0.30022, 1.93884], [-1.41327, 0.82230, 1.89444], [-0.12897, 1.40160, 0.07296], [1.70937, 0.73324, 1.54019], [0.73294, -0.25869, 2.76454], [-2.15553, 1.17955, 1.30950], [-1.71972, 0.07345, 2.49836], [1.72136, 2.85353, -1.67924], [1.55149, 1.27377, -2.44219], [0.09022, 2.26679, -2.12771], [1.40975, -1.89814, 0.77648], [0.23301, -3.02666, 0.04462], [1.20227, -1.98394, -0.99480], [-1.19511, -1.91226, -1.68284], [-2.32954, -1.32914, -0.48458], [-1.42474, -0.19769, -1.52205]], "forces_ev_per_a": [[0.03, 0.53, -0.14], [0.06, 0.68, 0.21], [-0.56, 0.49, 0.25], [-2.06, 0.40, 1.19], [-0.99, 0.64, 1.39], [0.76, -3.26, -0.16], [-1.07, 0.70, -0.54], [0.04, -0.24, -0.37], [2.34, 0.53, -2.49], [0.17, -0.77, 0.68], [0.85, 0.38, -0.15], [-0.01, -0.22, -0.07], [-0.01, 0.02, -0.07], [0.04, -0.03, -0.09], [-0.02, 0.01, 0.08], [0.08, -0.03, 0.12], [0.06, -0.12, -0.04], [0.14, 0.00, 0.15], [0.19, 0.03, 0.05], [0.36, 0.00, 0.37], [-0.20, 0.11, -0.26], [-0.20, 0.14, -0.10]], "gap_ev": [7.10, 7.10], "largest_force_ev_per_a": 3.5, "homo_ev": [-6.81, -6.81], "de_lowest_kj_mol": 310.0}

# 5
{"formula": "C4H13NO", "method": "the ωB97M-V functional and the def2-TZVPD basis", "elements": ["C", "C", "N", "C", "C", "H", "H", "H", "H", "H", "H", "H", "H", "H", "H", "H", "O", "H", "H"], "coordinates": [[0.00000, 0.00000, 0.00000], [-0.78659, -0.20339, 1.29859], [-1.69794, 0.93255, 1.44266], [-2.44124, 0.76701, 2.70934], [-3.28084, 2.06315, 2.83291], [-0.59899, -0.28586, -0.88097], [0.88044, -0.66199, 0.05667], [0.34832, 1.03805, -0.13317], [-1.51991, -1.03259, 1.28816], [-0.12315, -0.35178, 2.17226], [-1.09154, 1.72376, 1.69379], [-3.02264, -0.17480, 2.68859], [-1.78862, 0.74004, 3.60311], [-2.65241, 2.93339, 3.08666], [-4.01726, 1.91360, 3.64033], [-3.82351, 2.28176, 1.89785], [-1.93821, -3.86094, 4.21595], [-2.09051, -3.05909, 4.76560], [-2.28898, -3.62318, 3.32787]], "forces_ev_per_a": [[0.31, -1.05, 0.10], [-0.78, 0.33, -0.63], [0.90, -0.02, 1.90], [-0.47, 1.38, -0.40], [-0.68, -0.74, 0.49], [0.24, 0.22, 0.37], [-0.17, 0.30, -0.38], [-0.20, -0.39, 0.24], [0.92, -0.27, -0.37], [-0.13, 0.12, -0.24], [-0.25, 0.04, -0.72], [0.01, 0.61, -0.09], [0.03, -0.32, -0.30], [-0.16, -0.41, -0.10], [0.17, 0.37, -0.23], [0.26, -0.18, 0.38], [-0.51, 1.08, -0.35], [0.15, -0.84, -0.63], [0.37, -0.22, 0.97]], "gap_ev": 10.14, "largest_force_ev_per_a": 2.1, "homo_ev": -9.44, "smiles": "CCNCC.O", "de_lowest_kj_mol": 81.5}

# 6
{"formula": "C4H13NO", "method": "the ωB97M-V functional and the def2-TZVPD basis", "elements": ["C", "C", "N", "C", "C", "H", "H", "H", "H", "H", "H", "H", "H", "H", "H", "H", "O", "H", "H"], "coordinates": [[-0.15872, -2.05976, -1.60471], [-0.68896, -0.68808, -1.08005], [0.43896, -0.00695, -0.43672], [0.10389, 1.36373, 0.08408], [1.24393, 2.33214, 0.40623], [-0.78539, -2.44329, -2.39620], [-0.17087, -2.77496, -0.72982], [0.87410, -1.91572, -1.89705], [-1.04107, -0.10619, -1.96974], [-1.55067, -0.77212, -0.48769], [0.63862, -0.55962, 0.42688], [-0.33716, 1.10365, 1.10323], [-0.72987, 1.70546, -0.46006], [2.22297, 1.83070, 0.50337], [1.31479, 3.06702, -0.37512], [1.08953, 2.78377, 1.33350], [-0.43458, -0.95196, 2.57258], [-1.06240, -1.57311, 2.95099], [-0.96709, -0.33471, 2.05631]], "forces_ev_per_a": [[-0.67, 0.23, 2.14], [1.78, 0.19, -2.47], [0.25, 0.43, 0.93], [-0.01, -2.75, 2.95], [0.52, -1.40, -1.78], [-0.01, -0.21, -0.22], [0.08, 0.47, -1.02], [0.04, -0.08, -0.33], [0.54, -0.12, 0.60], [-1.35, -0.41, 1.28], [0.15, 0.42, -1.13], [0.07, 0.85, -0.86], [-0.62, 1.06, -1.00], [-0.49, -0.08, -0.30], [0.28, 0.49, -0.24], [-0.49, 0.99, 1.39], [0.01, 0.05, -0.10], [-0.03, -0.05, 0.02], [-0.04, -0.09, 0.13]], "gap_ev": 9.50, "largest_force_ev_per_a": 4.0, "homo_ev": -8.73, "smiles": "CCNCC.O", "de_lowest_kj_mol": 110.6}

# 7
{"formula": "C4H13NO", "method": "the ωB97M-V functional and the def2-TZVPD basis", "elements": ["C", "C", "C", "C", "N", "H", "H", "H", "H", "H", "H", "H", "H", "H", "H", "H", "O", "H", "H"], "coordinates": [[1.43909, -0.13239, -0.46340], [0.04384, 0.02759, -1.11451], [0.14276, 0.94757, -2.33085], [-1.04976, 0.43778, -0.14497], [-1.19996, -0.42268, 1.07934], [2.04272, -0.58091, -1.25313], [1.86192, 0.84851, -0.23531], [1.39370, -0.80443, 0.38779], [-0.14443, -1.02862, -1.33628], [-0.80148, 0.84516, -2.87891], [0.82163, 0.49517, -3.02790], [0.30447, 1.97572, -2.05628], [-0.82860, 1.40647, 0.32559], [-2.01120, 0.49098, -0.64512], [-0.39632, -1.01667, 1.25424], [-1.94064, -1.07117, 0.83937], [0.17131, -0.58836, 4.14507], [-0.41891, -0.37177, 3.41999], [0.56985, -1.45797, 4.03525]], "forces_ev_per_a": [[-0.61, 0.63, -0.79], [0.80, -0.52, 0.95], [-1.67, -1.73, 0.01], [0.83, 0.41, 1.73], [-0.62, -0.41, -0.90], [0.34, -0.09, 0.27], [0.10, -0.16, 0.38], [0.32, 0.13, 0.19], [-0.57, 0.15, -0.87], [-0.14, 0.52, 0.12], [0.98, 0.40, -0.26], [0.39, 0.31, -0.08], [-0.02, 0.24, -0.78], [-0.14, 0.08, -0.03], [0.18, 0.21, -0.26], [-0.08, -0.21, 0.40], [0.35, 0.20, 0.64], [-0.07, -0.33, -0.38], [-0.35, 0.18, -0.34]], "gap_ev": 10.66, "largest_force_ev_per_a": 2.4, "homo_ev": -9.74, "smiles": "CC(C)CN.O", "de_lowest_kj_mol": 53.3}

# 8
{"formula": "C4H13NO", "method": "the ωB97M-V functional and the def2-TZVPD basis", "elements": ["C", "N", "C", "C", "C", "H", "H", "H", "H", "H", "H", "H", "H", "H", "H", "H", "H", "H", "O"], "coordinates": [[0.41910, -1.34952, 0.21330], [0.32283, -0.14686, 1.13638], [0.58375, 1.20532, 0.63676], [-0.74087, 1.99139, 0.54644], [-1.03381, -1.73784, -0.24415], [0.95019, -2.22111, 0.85635], [1.12362, -0.94214, -0.57921], [0.41868, -0.21642, 2.21560], [2.04187, -0.61977, -0.83185], [1.36619, 1.80125, 1.14908], [-0.59666, 2.86132, -0.16298], [-1.11777, 2.43126, 1.51957], [-1.37166, 1.20881, 0.02187], [-0.92712, -2.52541, -1.01486], [-1.72588, -1.97519, 0.62284], [-1.52288, -0.87684, -0.65549], [0.82465, 1.05287, -0.48780], [0.69516, -0.06260, -2.89980], [0.29061, 0.12149, -2.04206]], "forces_ev_per_a": [[-1.04, -0.11, 6.93], [0.69, -0.87, 1.77], [-0.55, -0.06, -2.12], [0.01, 0.40, -0.78], [0.84, -0.30, -0.32], [-1.21, 1.80, -1.71], [0.76, -0.07, -1.41], [0.14, -0.56, -2.90], [-2.04, 0.29, -1.01], [-0.17, -0.78, 0.02], [-0.23, -0.89, 0.71], [0.14, -0.96, -1.03], [-0.06, 1.50, 0.93], [-0.57, 0.26, 0.54], [1.48, -0.38, -0.64], [0.21, 0.38, -0.64], [0.10, 0.58, 2.00], [-0.41, 0.11, -0.19], [1.91, -0.32, -0.14]], "gap_ev": 5.93, "largest_force_ev_per_a": 7.0, "homo_ev": -8.30, "de_lowest_kj_mol": 786.9}